Below is the molecule C5H10O in a non-equilibrium geometry, with properties calculated with ωB97M-V/def2-TZVPD.

```
16
C5H10O (ωB97M-V/def2-TZVPD)
C 1.563 0.858 -0.436
C 0.900 -0.011 0.590
O 1.057 -1.413 0.305
C -0.351 -1.608 0.187
C -0.630 -0.183 0.644
C -1.553 0.685 -0.197
H 2.641 0.668 -0.456
H 1.419 1.911 -0.188
H 1.153 0.668 -1.426
H 1.342 0.217 1.566
H -0.619 -1.861 -0.839
H -0.693 -2.426 0.829
H -0.784 -0.310 1.747
H -1.531 1.727 0.133
H -2.588 0.336 -0.144
H -1.267 0.670 -1.261
```

The multiplicity is 1. For the energy above the lowest of the compared OMol25 structures with the same formula, charge and spin, the calculation gives 29.73 kcal per mole. The calculation puts the LUMO energy at 1.088 eV. The HOMO-LUMO gap is 10.51 eV. As for the molar mass: 86.1 g mol⁻¹. As for the energy: -271.705238 hartree.

These are the Löwdin partial charges, in e, on atoms 1 to 6: atom 1 (C): -0.042, atom 2 (C): -0.365, atom 3 (O): -0.087, atom 4 (C): -0.170, atom 5 (C): -0.282, atom 6 (C): -0.057